No. 1
Molecular formula: C30H20Br2N2OPRuS5
Method: DFT, ωB97M-V/def2-TZVPD

Properties
* ⟨S²⟩: 6.07
* spin multiplicity: 5
* charge: +1
* DFT total energy: -8914.9854 Ha
* highest occupied orbital energy (spin up / spin down): -9.65 / -10.43 eV
* Kohn-Sham gap (spin up / spin down): 5.9 / 4.7 eV

Atoms and positions in Å:
Ru  -0.25  0.36  0.32
Br  3.92  -3.14  0.17
C  3.36  -2.02  1.56
C  4.03  -2.00  2.77
C  3.60  -1.16  3.78
Br  4.59  -1.15  5.38
C  2.46  -0.31  3.63
C  1.97  0.55  4.63
C  0.84  1.29  4.38
C  0.20  1.17  3.15
N  0.65  0.38  2.18
C  1.77  -0.35  2.40
C  2.23  -1.17  1.30
O  1.67  -1.12  0.18
H  4.88  -2.64  2.92
H  2.48  0.62  5.58
H  0.44  1.95  5.14
H  -0.72  1.71  2.96
N  1.55  1.34  -0.76
C  1.20  2.46  -1.59
C  2.09  3.49  -1.85
C  1.71  4.55  -2.65
C  0.43  4.59  -3.19
C  -0.46  3.56  -2.93
C  -0.08  2.48  -2.14
P  -1.20  1.08  -1.71
C  -2.75  1.99  -1.47
C  -3.92  1.78  -2.19
C  -5.05  2.55  -1.93
C  -5.01  3.52  -0.94
C  -3.85  3.72  -0.20
C  -2.73  2.96  -0.46
C  -1.34  0.15  -3.26
C  -1.79  0.76  -4.43
C  -1.86  0.04  -5.61
C  -1.48  -1.30  -5.63
C  -1.03  -1.91  -4.47
C  -0.95  -1.19  -3.29
H  2.39  1.53  -0.23
H  1.73  0.52  -1.32
H  3.09  3.46  -1.42
H  2.41  5.35  -2.86
H  0.13  5.42  -3.81
H  -1.47  3.62  -3.31
H  -3.96  1.01  -2.96
H  -5.95  2.39  -2.49
H  -5.89  4.12  -0.74
H  -3.84  4.47  0.58
H  -1.82  3.11  0.11
H  -2.09  1.80  -4.44
H  -2.21  0.52  -6.52
H  -1.53  -1.86  -6.55
H  -0.74  -2.95  -4.49
H  -0.60  -1.66  -2.38
S  -6.41  -3.66  -0.28
C  -5.00  -2.87  -0.04
S  -3.46  -3.51  -0.53
C  -2.49  -2.19  0.07
C  -3.19  -1.14  0.65
S  -2.44  0.20  1.39
S  -4.92  -1.29  0.69
S  -0.81  -2.25  -0.02

These are the Mulliken partial charges, in e, on atoms 1 to 8: 0.6826, -0.0577, -0.2594, -0.3867, 0.0816, -0.1281, 0.5252, -0.5777


No. 2
Molecular formula: C32H78O26S7
Method: DFT, ωB97M-V/def2-TZVPD

Properties
* charge: 0
* DFT total energy: -6009.1883 Ha
* highest occupied orbital energy: -9.53 eV
* Kohn-Sham gap: 9.6 eV

Atoms and positions in Å:
C  3.76  30.71  6.74
C  3.78  30.30  5.31
C  2.26  30.31  4.97
O  1.69  31.24  5.86
C  2.72  31.76  6.76
H  4.67  31.22  7.06
H  3.46  29.95  7.46
H  4.03  29.26  5.08
H  4.26  30.99  4.62
H  2.00  29.26  5.11
H  2.16  30.63  3.94
H  2.47  32.04  7.79
H  3.21  32.60  6.26
C  8.14  24.96  11.34
C  7.21  25.61  12.33
C  7.29  27.09  11.88
O  7.46  27.06  10.50
C  8.16  25.86  10.14
H  7.66  24.06  10.94
H  9.13  24.87  11.79
H  7.66  25.40  13.30
H  6.17  25.31  12.22
H  8.14  27.54  12.38
H  6.31  27.56  11.92
H  9.22  26.09  10.02
H  7.69  25.30  9.34
O  5.49  29.23  -0.94
S  5.70  27.92  -1.55
O  6.33  26.81  -0.82
O  4.26  27.38  -2.27
C  3.51  28.16  -3.23
C  2.97  29.51  -2.76
C  6.81  28.21  -3.04
H  2.73  27.51  -3.63
H  4.16  28.38  -4.08
H  2.11  29.75  -3.38
H  3.70  30.31  -2.90
H  2.61  29.61  -1.74
H  7.73  28.72  -2.78
H  6.23  28.81  -3.74
H  6.83  27.17  -3.39
O  8.45  36.11  6.32
S  9.85  35.87  6.53
O  10.86  35.92  5.43
O  10.33  36.96  7.65
C  10.28  38.39  7.38
C  11.64  38.95  7.66
C  10.10  34.36  7.52
H  9.45  38.94  7.83
H  10.04  38.56  6.33
H  11.81  39.74  6.93
H  12.38  38.16  7.57
H  11.68  39.28  8.70
H  9.78  33.44  7.04
H  9.64  34.56  8.49
H  11.18  34.32  7.60
O  -0.07  28.21  12.14
S  -1.52  28.09  12.08
O  -2.24  27.76  10.82
O  -2.11  27.17  13.33
C  -2.25  25.83  13.03
C  -3.19  25.12  13.93
C  -2.28  29.67  12.72
H  -1.29  25.35  13.21
H  -2.64  25.63  12.04
H  -4.25  25.08  13.68
H  -3.11  25.66  14.88
H  -2.90  24.09  14.14
H  -1.83  29.90  13.69
H  -3.29  29.29  12.87
H  -2.21  30.48  11.99
O  1.76  21.68  10.37
S  2.08  21.46  8.94
O  3.38  20.94  8.44
O  0.84  20.60  8.24
C  1.14  19.42  7.51
C  -0.18  18.87  7.10
C  1.70  22.99  8.01
H  1.75  18.69  8.03
H  1.69  19.54  6.58
H  -0.74  18.52  7.97
H  0.10  18.07  6.42
H  -0.68  19.71  6.63
H  2.26  23.85  8.39
H  0.68  23.24  8.29
H  1.72  23.02  6.92
O  -0.29  35.49  -1.20
S  -1.50  34.92  -0.64
O  -2.62  35.83  -0.38
O  -1.90  33.53  -1.43
C  -3.22  33.13  -1.34
C  -3.54  31.69  -1.87
C  -0.95  34.14  0.98
H  -3.95  33.78  -1.82
H  -3.53  33.06  -0.30
H  -4.52  31.31  -1.58
H  -2.88  31.02  -1.32
H  -3.38  31.56  -2.94
H  -0.09  33.50  0.78
H  -1.70  33.42  1.31
H  -0.70  34.97  1.65
O  -4.38  29.04  3.88
S  -5.53  28.08  3.78
O  -6.57  28.27  2.85
O  -4.98  26.49  3.76
C  -3.88  26.18  4.50
C  -3.94  24.61  4.65
C  -6.25  27.98  5.51
H  -3.92  26.60  5.50
H  -2.89  26.51  4.19
H  -4.93  24.17  4.55
H  -3.52  24.22  5.57
H  -3.28  24.22  3.88
H  -5.75  28.74  6.10
H  -6.12  26.95  5.85
H  -7.32  28.13  5.41
O  4.02  39.12  12.74
S  4.63  38.58  11.56
O  4.53  39.34  10.32
O  6.30  38.40  11.85
C  6.80  37.97  13.08
C  8.31  37.78  12.97
C  4.15  36.74  11.43
H  6.41  37.02  13.44
H  6.49  38.71  13.83
H  8.43  36.83  12.45
H  8.79  37.79  13.95
H  8.95  38.34  12.28
H  3.09  36.73  11.18
H  4.32  36.32  12.42
H  4.89  36.20  10.84
C  14.74  32.15  1.64
O  13.90  31.49  2.62
C  13.22  30.30  2.42
O  13.28  29.73  1.28
O  12.47  29.93  3.45
C  11.64  28.82  3.35
H  15.52  32.72  2.14
H  14.12  32.62  0.88
H  15.39  31.43  1.14
H  12.03  27.96  3.90
H  11.60  28.47  2.32
H  10.71  29.11  3.83

These are the Mulliken partial charges, in e, on atoms 1 to 8: -0.4963, -0.6018, -0.3857, -0.3922, -0.4310, 0.3042, 0.2604, 0.3177


No. 3
Molecular formula: C5H7NO
Method: DFT, ωB97M-V/def2-TZVPD

Properties
* charge: 0
* DFT total energy: -324.5507 Ha
* highest occupied orbital energy (spin up / spin down): -8.33 / -7.05 eV
* Kohn-Sham gap (spin up / spin down): 9.2 / 7.6 eV

Atoms and positions in Å:
C  3.01  -1.30  0.04
C  0.33  -0.19  -0.38
C  -1.75  1.26  -0.44
C  -1.97  0.18  0.55
C  -0.55  0.67  0.30
N  2.55  -0.59  0.92
O  0.54  -0.89  -1.30
H  4.00  -1.76  0.07
H  2.44  -1.54  -0.89
H  -1.85  1.03  -1.48
H  -2.03  2.27  -0.18
H  -2.39  0.41  1.51
H  -2.22  -0.81  0.18
H  -0.10  1.27  1.09

These are the Mulliken partial charges, in e, on atoms 1 to 8: -0.1472, 0.1975, -0.5486, -0.5564, -0.0109, -0.4605, -0.4177, 0.2991


No. 4
Molecular formula: C21H54LiN3O13P
Method: DFT, ωB97M-V/def2-TZVPD

Properties
* charge: +1
* DFT total energy: -2323.1455 Ha
* highest occupied orbital energy: -8.13 eV
* Kohn-Sham gap: 5.9 eV

Atoms and positions in Å:
C  2.23  -2.89  -5.72
N  2.65  -3.38  -4.31
C  1.52  -4.30  -4.05
C  3.95  -4.09  -4.36
C  2.54  -2.05  -3.50
C  2.83  -2.30  -2.07
O  2.80  -0.99  -1.58
H  2.89  -2.15  -5.92
H  0.94  -2.46  -5.68
H  2.30  -3.73  -6.58
H  1.58  -4.80  -3.06
H  1.33  -5.19  -4.71
H  0.49  -3.71  -3.96
H  4.08  -4.70  -5.11
H  3.92  -4.70  -3.43
H  4.71  -3.30  -4.50
H  1.48  -1.56  -3.61
H  3.12  -1.39  -3.97
H  3.89  -2.86  -1.99
H  2.25  -3.00  -1.56
H  1.77  -0.63  -1.64
C  -0.88  4.04  -1.94
N  -1.65  3.83  -0.74
C  -0.75  4.01  0.41
C  -2.68  4.81  -0.81
C  -2.14  2.41  -0.89
C  -3.01  1.91  0.31
O  -3.46  0.61  -0.07
H  -0.10  3.39  -2.17
H  -0.27  4.93  -1.86
H  -1.38  4.06  -2.80
H  -1.56  3.98  1.22
H  -0.20  4.90  0.43
H  -0.04  3.02  0.43
H  -2.96  4.71  0.21
H  -3.51  4.54  -1.43
H  -2.39  5.84  -1.31
H  -1.33  1.80  -0.83
H  -2.92  2.41  -1.88
H  -3.83  2.37  0.72
H  -2.39  1.77  1.19
H  -2.81  0.04  -0.25
C  -3.43  -4.28  2.80
N  -2.95  -3.00  2.45
C  -1.47  -2.92  2.40
C  -3.53  -2.73  1.08
C  -3.42  -1.99  3.46
C  -3.10  -0.54  3.16
O  -3.58  0.10  4.36
H  -4.37  -4.58  2.98
H  -2.75  -4.63  3.66
H  -3.18  -5.11  2.11
H  -1.06  -3.14  3.26
H  -1.12  -1.81  2.21
H  -0.99  -3.54  1.72
H  -3.07  -3.18  0.22
H  -3.49  -1.73  0.80
H  -4.61  -2.86  1.15
H  -3.08  -2.30  4.41
H  -4.55  -2.01  3.48
H  -3.64  0.02  2.40
H  -2.13  -0.35  3.17
H  -3.58  1.13  4.39
Li  -0.10  -0.25  0.18
P  -0.64  -1.50  -1.67
O  -0.12  -2.18  -0.55
O  0.56  -0.38  -1.60
O  -1.66  -0.75  -0.93
O  -0.85  -2.15  -2.96
C  3.78  6.54  1.19
O  3.09  5.34  1.42
C  3.40  4.22  0.62
O  4.20  4.34  -0.31
O  2.90  2.98  1.03
C  3.00  1.84  0.10
H  3.13  7.42  1.95
H  3.47  6.83  0.17
H  4.88  6.45  1.41
H  3.89  1.29  0.31
H  2.53  2.08  -0.78
H  2.38  1.15  0.77
C  2.22  -1.65  2.12
O  1.79  -0.92  3.27
C  0.96  0.08  3.15
O  0.37  0.25  2.05
O  0.82  0.80  4.21
C  -0.17  1.86  4.28
H  3.09  -1.20  1.48
H  1.58  -1.92  1.55
H  3.10  -2.63  2.33
H  -1.16  1.31  4.51
H  -0.34  2.41  3.36
H  -0.01  2.55  5.06

These are the Mulliken partial charges, in e, on atoms 1 to 8: -0.9708, 0.3066, -0.7485, -1.0041, -0.5003, -0.4793, -0.5983, 0.5591